# 1
# C38H58As2FeI2N2

C38H58As2FeI2N2 as an isolated structure at a distorted geometry (wB97M-V/def2-TZVPD, the Open Molecules 2025 dataset).

The geometry in XYZ format:
```
103
C38H58As2FeI2N2, DFT wB97M-V/def2-TZVPD
Fe 0.073 -0.318 -0.545
C 1.832 -3.753 -1.041
C 1.448 -2.941 0.202
C 0.689 -3.827 1.196
C 2.683 -2.291 0.804
C 3.614 -3.164 1.349
C 4.798 -2.715 1.898
C 5.049 -1.358 1.925
C 4.162 -0.431 1.395
C 4.547 1.032 1.575
C 4.991 1.350 3.007
C 5.652 1.434 0.587
C 2.970 -0.903 0.771
N 2.024 -0.017 0.216
C 2.400 1.072 -0.368
C 1.445 2.122 -0.668
N 0.198 1.868 -0.674
C -0.851 2.804 -0.818
C -1.090 3.568 -1.979
C -2.313 4.235 -2.061
C -3.250 4.214 -1.048
C -2.943 3.564 0.134
C -1.754 2.869 0.269
C -1.370 2.340 1.643
C -2.399 1.375 2.233
C -1.154 3.549 2.564
C -0.153 3.839 -3.156
C 0.620 2.669 -3.758
C 0.786 5.005 -2.805
H 0.949 -4.123 -1.563
H 2.435 -4.614 -0.747
H 2.410 -3.156 -1.745
H 0.734 -2.167 -0.104
H 1.311 -4.645 1.558
H -0.175 -4.265 0.696
H 0.342 -3.243 2.050
H 3.406 -4.225 1.340
H 5.512 -3.414 2.313
H 5.965 -1.003 2.378
H 3.672 1.660 1.400
H 5.929 0.864 3.270
H 4.232 1.043 3.729
H 5.143 2.426 3.107
H 6.591 0.948 0.851
H 5.807 2.514 0.607
H 5.416 1.139 -0.437
H 3.424 1.218 -0.685
H 1.830 3.126 -0.828
H -2.533 4.799 -2.960
H -4.198 4.721 -1.169
H -3.628 3.621 0.970
H -0.426 1.793 1.567
H -3.390 1.825 2.306
H -2.091 1.072 3.235
H -2.461 0.483 1.612
H -2.055 4.160 2.613
H -0.343 4.175 2.187
H -0.906 3.232 3.576
H -0.808 4.199 -3.953
H 1.420 2.301 -3.122
H 1.073 2.992 -4.696
H -0.044 1.836 -3.980
H 1.573 4.693 -2.117
H 0.234 5.821 -2.338
H 1.265 5.382 -3.709
I 0.744 -0.867 -2.912
I -0.100 -4.782 -4.380
C 1.974 -1.688 4.126
As 0.466 -0.687 3.364
C 0.766 0.897 4.492
C -0.909 -1.528 4.505
H 1.938 -1.613 5.213
H 2.919 -1.277 3.773
H 1.935 -2.739 3.846
H 1.089 0.591 5.487
H -0.135 1.499 4.593
H 1.545 1.522 4.053
H -0.506 -1.703 5.503
H -1.217 -2.485 4.083
H -1.791 -0.894 4.586
C -3.996 -0.929 -0.183
As -2.291 -0.923 -1.148
C -2.903 0.171 -2.639
C -2.368 -2.790 -1.838
C -3.484 -3.020 -2.805
C -4.709 -3.532 -2.382
C -5.740 -3.743 -3.285
C -5.558 -3.438 -4.625
C -4.336 -2.943 -5.060
C -3.305 -2.737 -4.158
H -4.744 -1.393 -0.825
H -4.300 0.096 0.031
H -3.941 -1.482 0.755
H -3.890 -0.157 -2.961
H -2.215 0.116 -3.480
H -2.960 1.208 -2.300
H -2.489 -3.419 -0.953
H -1.412 -3.033 -2.312
H -4.842 -3.792 -1.337
H -6.679 -4.159 -2.941
H -6.362 -3.602 -5.331
H -4.177 -2.734 -6.110
H -2.338 -2.392 -4.506
```

Computed properties:
**2S+1**: 5
**Relative energy (zero: lowest compared OMol25 entry of this formula, charge and spin)**: 37.9 kJ/mol
**E_HOMO (spin up / spin down)**: -5.656 / -5.646 eV
**Orbital gap (spin up / spin down)**: 0.12981 / 0.12590 Ha
**Lowest unoccupied orbital energy (spin up / spin down)**: -2.1237 / -2.2202 eV
**Max |F|**: 1.4 eV/A

Atomic partial charges in e from the Mulliken method, atoms 1 to 99: -0.776 -1.568 2.850 -1.518 0.671 -0.378 -1.528 -0.358 1.590 0.516 -1.698 -1.703 -0.467 1.209 -1.708 -0.012 1.762 -0.746 0.894 -1.067 -1.649 -0.575 0.572 1.980 -1.244 -1.639 0.323 -1.254 -1.373 0.177 0.387 0.401 -1.957 0.313 0.460 0.170 0.378 0.388 0.272 0.210 0.399 0.304 0.456 0.409 0.406 0.401 0.392 0.300 0.414 0.406 0.418 -0.822 0.478 0.276 0.019 0.335 0.390 0.411 0.574 0.176 0.460 0.174 0.220 0.324 0.457 -0.324 -0.747 -1.141 0.560 -1.248 -1.300 0.575 0.163 0.382 0.520 0.324 0.292 0.374 0.377 0.385 -1.468 1.155 -1.044 -0.288 0.114 -0.191 -0.698 -0.422 -0.803 -0.188 0.563 0.339 0.398 0.528 0.331 0.128 0.443 -0.275 0.434

---

# 2
# C38H58BaN5O3PSeSi

C38H58BaN5O3PSeSi as an isolated structure at a distorted geometry (wB97M-V/def2-TZVPD, the Open Molecules 2025 dataset).

The geometry in XYZ format:
```
108
C38H58BaN5O3PSeSi, DFT wB97M-V/def2-TZVPD
Ba 0.275 0.852 -0.628
C 0.156 6.055 2.354
N 0.709 5.482 1.133
C 0.736 6.351 -0.033
C 0.802 4.151 0.955
O 1.026 3.618 -0.123
C 0.594 3.298 2.209
O 0.761 1.915 1.967
C 2.017 1.363 2.339
C 3.026 1.351 1.183
O 2.638 1.504 0.034
N 4.323 1.175 1.502
C 4.772 0.849 2.848
C 5.341 1.250 0.466
H 0.363 7.124 2.352
H -0.926 5.911 2.402
H 0.617 5.640 3.246
H 1.393 7.200 0.159
H 1.102 5.790 -0.887
H -0.270 6.719 -0.249
H 1.266 3.622 3.007
H -0.435 3.443 2.547
H 2.435 1.897 3.195
H 1.827 0.331 2.637
H 4.010 0.310 3.404
H 5.633 0.186 2.769
H 5.076 1.734 3.411
H 4.886 1.592 -0.457
H 6.119 1.952 0.771
H 5.791 0.270 0.303
Se -1.525 3.589 -1.647
N -2.026 4.323 -0.105
C -3.203 4.863 -0.336
C -3.994 5.549 0.659
C -5.188 6.058 0.300
C -5.698 5.942 -1.050
C -5.003 5.307 -2.014
C -3.724 4.733 -1.682
N -2.968 4.079 -2.542
H -3.634 5.616 1.676
H -5.797 6.559 1.042
H -6.665 6.369 -1.281
H -5.380 5.204 -3.022
C -5.590 -0.316 -4.013
C -5.777 0.823 -3.240
C -4.971 1.059 -2.132
C -3.941 0.179 -1.762
C -3.768 -0.953 -2.575
C -4.582 -1.207 -3.673
Si -2.729 0.555 -0.328
C -3.004 -0.776 1.038
C -3.357 -2.115 0.813
C -3.408 -3.048 1.845
C -3.102 -2.674 3.146
C -2.752 -1.354 3.404
C -2.708 -0.430 2.368
H -6.222 -0.507 -4.872
H -6.562 1.526 -3.497
H -5.157 1.945 -1.532
H -2.963 -1.650 -2.358
H -4.422 -2.098 -4.269
H -3.473 1.715 0.332
H -3.607 -2.443 -0.191
H -3.691 -4.072 1.629
H -3.142 -3.400 3.949
H -2.523 -1.044 4.418
H -2.439 0.599 2.598
C 2.835 -4.799 1.260
C 2.049 -3.489 1.148
C 0.661 -3.711 1.779
C 2.746 -2.420 2.019
P 1.776 -2.757 -0.579
N 1.286 -1.284 -0.481
C 0.529 -3.825 -1.496
C 0.693 -5.344 -1.381
C 0.608 -3.445 -2.988
C -0.893 -3.441 -1.044
C 3.403 -2.857 -1.524
C 3.846 -4.233 -2.027
C 4.510 -2.291 -0.617
C 3.323 -1.888 -2.719
H 2.843 -5.120 2.309
H 3.875 -4.695 0.954
H 2.397 -5.612 0.684
H 0.792 -3.906 2.848
H 0.147 -4.573 1.359
H 0.009 -2.842 1.674
H 2.372 -2.488 3.046
H 2.535 -1.420 1.638
H 3.827 -2.557 2.057
H 1.694 -5.696 -1.629
H 0.001 -5.826 -2.082
H 0.441 -5.712 -0.388
H 1.502 -3.826 -3.481
H 0.568 -2.365 -3.136
H -0.256 -3.883 -3.497
H -1.216 -3.973 -0.152
H -1.597 -3.694 -1.844
H -0.987 -2.375 -0.839
H 3.916 -4.979 -1.236
H 4.843 -4.143 -2.474
H 3.187 -4.626 -2.800
H 4.775 -2.952 0.204
H 4.220 -1.323 -0.203
H 5.410 -2.149 -1.225
H 2.807 -2.319 -3.576
H 4.340 -1.639 -3.040
H 2.815 -0.967 -2.435
```

Computed properties:
**Relative energy (zero: lowest compared OMol25 entry of this formula, charge and spin)**: 141.2 kJ/mol
**E_HOMO**: -5.720 eV
**Orbital gap**: 0.18877 Ha
**Lowest unoccupied orbital energy**: -0.5831 eV
**Max |F|**: 1.7 eV/A

Atomic partial charges in e from the Mulliken method, atoms 1 to 99: 1.657 -0.870 0.193 -0.998 1.017 -0.642 -1.292 -0.089 -1.511 1.003 -0.748 0.372 -1.183 -1.067 0.355 0.199 0.289 0.363 0.308 0.280 0.424 0.528 0.605 0.350 0.436 0.375 0.306 0.262 0.395 0.339 0.380 -0.182 0.715 -0.785 -0.553 -0.464 -0.715 0.710 -0.730 0.403 0.401 0.391 0.472 -0.429 -0.613 -0.151 -0.056 0.017 -0.663 -0.517 0.577 -0.150 -0.511 -0.558 -0.693 -0.320 0.363 0.375 0.432 0.330 0.409 -0.274 0.334 0.395 0.380 0.400 0.313 -1.929 2.724 -2.183 -2.009 0.124 -0.801 2.862 -2.024 -2.023 -2.374 2.486 -1.925 -2.155 -1.968 0.514 0.354 0.253 0.728 0.219 0.254 0.628 0.083 0.227 0.280 0.498 0.316 0.359 0.224 0.645 0.152 0.727 0.288

---

Among the records above, which one has the highest max |F|?
C38H58BaN5O3PSeSi

---

relative energy (zero: lowest compared OMol25 entry of this formula, charge and spin) of number 2 (C38H58BaN5O3PSeSi)?
141.2 kJ/mol

---

Look up the max |F| of the first one.
1.4 eV/A

---

The highest relative energy (zero: lowest compared OMol25 entry of this formula, charge and spin) belongs to which entry?
C38H58BaN5O3PSeSi